{
  "formula": "C21H31BrCuF9N2O3Si",
  "method": "wB97M-V/def2-TZVPD",
  "elements": ["Cu", "F", "C", "F", "F", "C", "O", "C", "F", "F", "F", "C", "F", "F", "F", "C", "C", "C", "C", "Si", "C", "C", "C", "C", "C", "C", "C", "C", "H", "H", "H", "H", "H", "H", "H", "H", "H", "H", "H", "H", "H", "H", "H", "H", "H", "H", "H", "H", "H", "H", "H", "H", "H", "H", "H", "O", "N", "O", "Br", "C", "C", "C", "C", "C", "N", "H", "H", "H", "H"],
  "xyz": [[0.823688, 0.744190, 0.027351], [2.230715, 3.965579, 1.769627], [2.443105, 3.066735, 2.740961], [3.019385, 3.752812, 3.778175], [3.376868, 2.218553, 2.294254], [1.119316, 2.297202, 3.125683], [0.824087, 1.367240, 2.254818], [-0.031906, 3.364590, 3.245419], [0.325698, 4.515152, 3.893676], [-1.085090, 2.864779, 3.932166], [-0.489917, 3.727766, 2.051917], [1.334171, 1.682169, 4.559136], [1.262191, 2.579935, 5.583600], [2.542740, 1.090702, 4.664884], [0.424342, 0.738322, 4.825702], [0.148382, -2.619296, -2.431725], [-0.647540, -2.476146, -1.127649], [-1.880123, -3.373075, -1.245690], [0.272790, -3.062737, -0.048241], [-0.960419, -0.549614, -0.731526], [-2.395592, -0.493384, 0.635843], [-2.443491, 0.922703, 1.229972], [-1.985317, -1.397607, 1.806260], [-3.816078, -0.878249, 0.218189], [-1.700337, 0.238092, -2.391079], [-2.302460, 1.604900, -2.038176], [-0.555467, 0.550782, -3.363098], [-2.767398, -0.557658, -3.147212], [0.492289, -3.658241, -2.542012], [1.032654, -1.977137, -2.430792], [-0.439563, -2.378364, -3.318059], [-1.579076, -4.388803, -1.545673], [-2.593741, -3.011637, -1.987887], [-2.412699, -3.467341, -0.297934], [0.484395, -4.119725, -0.271807], [-0.141314, -3.010967, 0.957120], [1.222714, -2.527063, -0.027086], [-1.460199, 1.238097, 1.579121], [-3.124541, 0.932504, 2.093428], [-2.805328, 1.669232, 0.522469], [-2.663744, -1.228060, 2.653655], [-2.037291, -2.460046, 1.559029], [-0.974709, -1.164877, 2.147834], [-4.218057, -0.207492, -0.543770], [-4.490227, -0.813669, 1.085276], [-3.882921, -1.897709, -0.169154], [-1.605543, 2.212514, -1.459025], [-3.234304, 1.509129, -1.477440], [-2.533005, 2.152708, -2.962820], [0.183049, 1.201623, -2.895847], [-0.953805, 1.076964, -4.242369], [-0.039332, -0.338535, -3.724644], [-3.622994, -0.812774, -2.518065], [-2.378575, -1.489752, -3.562735], [-3.148272, 0.034861, -3.992897], [1.732834, 4.073526, -2.285971], [1.781619, 2.946114, -1.793283], [1.015309, 2.744334, -0.815062], [2.606389, -1.329090, 2.484234], [3.409431, -0.951274, 0.813373], [4.535098, -1.676435, 0.433276], [5.108793, -1.365896, -0.782822], [4.550543, -0.356030, -1.561220], [3.420598, 0.294130, -1.103080], [2.851526, -0.009869, 0.081279], [4.923258, -2.446966, 1.083198], [5.983940, -1.909365, -1.119489], [4.970891, -0.069349, -2.515710], [2.947568, 1.096293, -1.659876]],
  "forces_ev_per_a": [[-0.4, 0.0, 0.2], [0.0, -0.2, 0.2], [0.1, 0.3, 0.0], [-0.1, -0.1, -0.1], [0.0, 0.0, 0.1], [0.0, 0.0, -0.2], [0.0, 0.0, 0.0], [-0.1, 0.3, 0.0], [0.0, -0.2, -0.1], [0.1, 0.0, 0.0], [0.1, -0.1, 0.1], [0.0, 0.0, 0.2], [0.0, -0.1, -0.1], [-0.1, 0.1, 0.0], [0.0, 0.0, 0.0], [0.0, 0.1, 0.0], [0.1, 0.0, 0.0], [-0.1, -0.1, 0.0], [0.0, 0.0, 0.0], [0.1, 0.1, 0.1], [0.0, 0.0, 0.0], [0.0, 0.1, 0.0], [0.0, 0.0, 0.0], [-0.1, 0.0, 0.0], [-0.1, 0.0, 0.0], [-0.1, 0.0, 0.0], [0.1, 0.0, 0.0], [0.0, -0.1, 0.0], [0.0, 0.0, 0.0], [0.0, 0.0, 0.0], [0.0, 0.0, 0.0], [0.0, -0.1, 0.0], [0.0, 0.0, 0.0], [0.0, 0.0, 0.0], [0.0, 0.0, 0.0], [0.0, 0.0, 0.0], [0.0, 0.0, 0.0], [0.1, 0.0, 0.0], [0.0, 0.0, 0.0], [0.0, 0.0, 0.0], [0.0, 0.0, 0.0], [0.0, 0.0, 0.0], [0.1, 0.0, 0.0], [0.0, 0.0, 0.0], [0.0, 0.0, 0.1], [0.0, 0.0, 0.0], [0.1, 0.0, 0.0], [0.0, 0.0, 0.0], [0.0, 0.0, 0.0], [0.0, 0.0, 0.0], [0.0, 0.0, 0.0], [0.0, 0.0, 0.0], [0.0, 0.0, 0.0], [0.0, 0.0, 0.0], [0.0, 0.0, 0.0], [0.1, 0.2, -0.2], [0.0, 0.0, 0.0], [0.0, -0.2, 0.1], [0.0, -0.1, -0.1], [-0.1, 0.1, 0.0], [-0.1, 0.1, 0.0], [0.0, 0.0, -0.1], [0.0, 0.0, 0.0], [0.1, -0.2, 0.3], [0.2, 0.1, -0.3], [0.0, 0.0, 0.0], [0.0, 0.0, 0.0], [0.0, 0.0, 0.0], [-0.1, 0.0, 0.0]],
  "lumo_ev": 4.42,
  "largest_force_ev_per_a": 0.48,
  "charge": -2,
  "gap_ev": 5.3,
  "e_homo_ev": -0.90
}

---

{
  "formula": "C2H5N3O",
  "method": "wB97M-V/def2-TZVPD",
  "elements": ["H", "N", "C", "N", "N", "C", "O", "H", "H", "H", "H"],
  "xyz": [[2.388483, -1.675831, -0.661623], [1.575087, -2.167106, -0.233676], [0.530055, -1.522672, 0.034637], [0.364731, -0.119588, -0.023057], [-0.860352, 0.496134, 0.302190], [-0.987599, 1.782491, -0.005279], [-0.146171, 2.343873, -0.733804], [-0.342037, -1.977879, 0.576826], [0.898870, 0.561000, -0.551672], [-1.550552, -0.018767, 0.801052], [-1.870514, 2.298347, 0.494407]],
  "forces_ev_per_a": [[-1.2, -0.1, 0.5], [0.5, -0.5, -0.5], [-0.3, 2.0, 0.8], [-0.6, -0.7, 0.1], [0.5, -0.7, -0.1], [0.6, 1.6, -0.9], [-1.4, -0.5, 1.3], [0.8, 0.0, -0.8], [0.3, -0.4, -0.2], [-0.1, -0.3, 0.4], [0.8, -0.6, -0.8]],
  "lumo_ev": 0.66,
  "largest_force_ev_per_a": 2.18,
  "charge": 0,
  "gap_ev": 9.5,
  "e_homo_ev": -8.84,
  "de_lowest_kcal_mol": 54.39,
  "smiles": "[H]/N=C\\NNC=O"
}

---

{
  "formula": "C13H33N3O13PS2V",
  "method": "wB97M-V/def2-TZVPD",
  "elements": ["O", "V", "O", "C", "O", "O", "H", "O", "C", "O", "O", "H", "O", "C", "O", "O", "H", "O", "P", "N", "C", "C", "N", "C", "C", "N", "C", "C", "H", "H", "H", "H", "H", "H", "H", "H", "H", "H", "H", "H", "H", "H", "H", "H", "H", "H", "C", "S", "O", "C", "H", "H", "H", "H", "H", "H", "C", "S", "O", "C", "H", "H", "H", "H", "H", "H"],
  "xyz": [[-13.735698, -19.707469, 7.630652], [-14.638575, -20.276009, 6.488936], [-13.620725, -17.520246, 3.552664], [-14.809364, -17.995044, 4.116571], [-15.843501, -17.722556, 3.555911], [-14.615601, -18.627138, 5.208060], [-13.949779, -16.922723, 2.872224], [-16.144273, -23.156079, 3.614316], [-16.332058, -21.837069, 4.033593], [-17.106904, -21.145171, 3.434571], [-15.585683, -21.555720, 5.051703], [-15.388612, -23.436575, 4.140769], [-18.042541, -18.582858, 8.446370], [-17.548700, -19.174911, 7.288584], [-16.384372, -19.716133, 7.516423], [-18.198818, -19.157454, 6.290451], [-17.316428, -18.693962, 9.068907], [-9.516321, -24.362645, 11.424761], [-10.149859, -24.564768, 10.118217], [-11.485422, -25.554689, 10.113518], [-11.281101, -26.982988, 9.917582], [-12.561741, -25.168851, 11.033778], [-9.084690, -25.282001, 9.066331], [-7.946610, -26.024745, 9.604065], [-9.270215, -25.301352, 7.631939], [-10.718167, -23.192698, 9.408742], [-11.779353, -23.183801, 8.397917], [-9.730037, -22.152953, 9.290764], [-12.236434, -27.484021, 10.081162], [-10.558692, -27.392541, 10.630428], [-11.012187, -27.208483, 8.887241], [-13.302678, -25.964201, 11.080296], [-13.033659, -24.250099, 10.682496], [-12.178353, -24.999322, 12.045821], [-7.634910, -26.794989, 8.893629], [-7.084436, -25.392360, 9.820035], [-8.246765, -26.575252, 10.496610], [-10.152254, -25.902516, 7.360432], [-9.419441, -24.309322, 7.209441], [-8.431064, -25.785309, 7.139423], [-12.571692, -23.859192, 8.687645], [-12.148397, -22.161030, 8.299128], [-11.358215, -23.443184, 7.421133], [-8.981611, -22.373826, 8.514077], [-9.199994, -22.006999, 10.230562], [-10.222741, -21.211917, 9.038785], [-16.884656, -23.553365, 7.381933], [-15.357552, -23.243585, 8.246754], [-14.679199, -22.083792, 7.643758], [-16.069691, -22.630202, 9.768257], [-16.637381, -23.931139, 6.391034], [-17.481894, -22.650011, 7.250818], [-17.431721, -24.305453, 7.952790], [-15.234636, -22.454112, 10.450152], [-16.737676, -23.355998, 10.225637], [-16.520001, -21.659797, 9.552675], [-11.576220, -18.807624, 5.171235], [-11.773659, -20.533202, 4.716581], [-12.857051, -21.122941, 5.571788], [-12.522442, -20.388335, 3.098881], [-10.747480, -18.794816, 5.880432], [-12.473457, -18.459213, 5.679093], [-11.418751, -18.179939, 4.300380], [-12.293702, -21.309839, 2.560544], [-12.147128, -19.544958, 2.528436], [-13.599049, -20.312381, 3.239661]],
  "forces_ev_per_a": [[0.2, 0.3, -0.2], [-1.3, 0.7, -0.2], [0.1, 0.2, 0.1], [-0.5, -0.2, 0.6], [-0.1, 0.2, -0.2], [0.4, -0.8, 0.3], [0.0, 0.0, -0.2], [0.1, -0.1, 0.0], [0.4, 0.4, 0.5], [-0.3, 0.0, -0.3], [0.2, 0.1, 0.3], [0.1, -0.2, 0.0], [0.0, -0.1, -0.1], [0.8, -0.3, 0.4], [0.6, -0.4, -0.3], [-0.6, 0.0, -0.6], [0.0, 0.1, 0.1], [0.4, 0.1, 0.5], [-0.2, -0.2, -0.6], [-0.5, -0.1, -0.1], [-0.4, 0.1, 0.2], [0.4, 0.0, 0.1], [0.7, -0.2, 0.1], [-0.3, -0.4, -0.1], [-0.7, -0.3, -0.1], [-0.4, -0.3, 0.3], [0.8, 0.6, -0.1], [0.3, 0.6, -0.2], [0.0, 0.0, 0.1], [0.1, -0.2, -0.2], [0.3, 0.0, 0.1], [-0.1, 0.0, -0.1], [-0.1, 0.0, 0.1], [-0.1, 0.0, 0.0], [0.0, 0.1, -0.1], [0.0, 0.0, 0.1], [0.2, 0.3, 0.2], [0.0, 0.1, -0.1], [0.2, 0.1, 0.0], [0.2, 0.2, 0.1], [-0.1, -0.1, -0.2], [-0.2, -0.1, 0.1], [-0.4, -0.2, -0.1], [-0.1, 0.1, 0.0], [0.0, -0.1, 0.1], [0.0, 0.0, 0.0], [-0.2, 0.1, -0.3], [-0.6, -0.7, 0.3], [0.6, 0.5, -0.5], [0.4, 0.4, 0.3], [0.0, 0.0, 0.0], [0.2, 0.1, 0.2], [0.0, 0.0, 0.0], [0.0, -0.1, -0.1], [-0.2, 0.0, -0.2], [-0.3, -0.1, -0.1], [0.1, 0.0, 0.6], [0.1, 0.4, -0.4], [-0.4, -0.3, 0.4], [-0.1, -0.3, -0.4], [0.1, 0.1, -0.2], [-0.1, -0.1, -0.1], [0.2, -0.1, 0.0], [-0.1, 0.0, 0.1], [0.1, 0.1, 0.1], [0.0, 0.1, 0.1]],
  "lumo_ev": [1.96, 1.96],
  "largest_force_ev_per_a": 1.55,
  "charge": -1,
  "gap_ev": [8.0, 8.0],
  "s2": 0.7690,
  "e_homo_ev": [-6.00, -6.02],
  "spin_multiplicity": 2,
  "de_lowest_kcal_mol": 0.00
}